Computed, not measured: a structure of composition C19H35GeN3O6SSiV, with ωB97M-V/def2-TZVPD.

Energy above the lowest of the compared OMol25 structures with the same formula, charge and spin: 10.7 kcal/mol
Charge: -2
Gap between HOMO and LUMO (spin up / spin down): 3.93 / 7.10 eV
HOMO energy (spin up / spin down): 0.4 / -2.7 eV
Spin multiplicity: 4

Last column: natural (NBO) charge in e.
Cartesian coordinates (Å):
V (1.09711, 0.90184, 0.32254)  1.63
O (1.30500, 4.30943, 1.57538)  -0.76
C (0.15772, 4.10349, 0.75547)  -0.10
C (0.50389, 3.75904, -0.66600)  0.14
C (0.30138, 4.66732, -1.67214)  -0.24
C (0.67885, 4.40369, -3.00148)  -0.33
C (1.31677, 3.16768, -3.22884)  -0.28
C (1.50307, 2.29377, -2.19728)  -0.02
N (1.08616, 2.51706, -0.89957)  -0.64
H (1.59592, 3.41029, 1.83295)  0.51
H (-0.40845, 5.03842, 0.75370)  0.15
H (-0.47243, 3.31836, 1.18046)  0.21
H (-0.14968, 5.61758, -1.40640)  0.19
H (0.50824, 5.11726, -3.79638)  0.18
H (1.67200, 2.88481, -4.21312)  0.19
H (1.99759, 1.34682, -2.36295)  0.20
O (-2.91456, 0.02493, 0.81557)  -0.72
C (-1.68510, 0.12887, 0.76728)  0.68
O (-1.00529, 1.18895, 0.63599)  -0.75
C (-0.81814, -1.16262, 0.88002)  0.68
O (-1.33356, -2.23829, 1.13345)  -0.66
O (0.44090, -0.94510, 0.68526)  -0.79
C (2.12379, 2.32646, 4.76915)  -1.13
Si (1.42120, 1.06104, 3.55608)  1.92
C (2.37088, -0.54791, 3.76879)  -1.15
C (-0.36288, 0.74040, 4.04507)  -1.15
O (1.57358, 1.64025, 2.06065)  -1.27
H (2.03222, 1.98894, 5.80629)  0.21
H (1.59440, 3.27748, 4.66705)  0.23
H (3.18100, 2.51007, 4.55981)  0.22
H (2.26623, -0.95422, 4.77989)  0.21
H (3.43485, -0.40030, 3.56487)  0.22
H (1.98903, -1.28610, 3.05824)  0.25
H (-0.45338, 0.53272, 5.11640)  0.21
H (-0.77229, -0.11516, 3.50266)  0.24
H (-0.98467, 1.60602, 3.80366)  0.24
C (-5.89146, -3.64440, -2.99775)  -0.41
N (-5.52960, -2.82208, -1.87648)  -0.44
C (-6.26601, -2.96226, -0.63339)  -0.22
C (-5.44022, -2.09366, 0.30857)  -0.22
N (-4.12840, -2.20264, -0.29284)  -0.59
C (-4.20384, -2.52030, -1.59015)  0.30
S (-2.95367, -2.55494, -2.68921)  -0.29
H (-6.91855, -3.42429, -3.29795)  0.18
H (-5.81542, -4.71513, -2.75908)  0.17
H (-5.21193, -3.42497, -3.81792)  0.25
H (-6.26873, -4.01358, -0.30497)  0.16
H (-7.29959, -2.62852, -0.74178)  0.19
H (-5.43674, -2.45409, 1.33597)  0.20
H (-5.78165, -1.05299, 0.30301)  0.19
H (-3.36067, -1.65230, 0.11612)  0.49
C (2.13816, -2.84142, -1.20644)  -1.09
Ge (3.32890, -1.30616, -1.46446)  1.62
C (5.17084, -2.05050, -1.32871)  -1.09
C (3.17259, -0.78714, -3.36908)  -1.10
C (3.05264, 0.16228, -0.24676)  -1.42
H (2.43944, -3.67646, -1.84520)  0.20
H (1.10542, -2.57591, -1.43088)  0.25
H (2.15733, -3.16300, -0.16455)  0.23
H (5.31376, -2.88476, -2.02172)  0.20
H (5.35429, -2.41005, -0.31352)  0.21
H (5.91134, -1.27905, -1.55356)  0.21
H (3.57633, -1.58044, -4.00385)  0.21
H (3.72577, 0.13266, -3.57195)  0.22
H (2.12977, -0.62761, -3.64984)  0.23
H (3.68829, 0.99986, -0.56535)  0.21
H (3.45027, -0.17939, 0.72122)  0.22

Computed, not measured: a structure of composition C19H35IN4OS4Si2Sr at a distorted geometry, with ωB97M-V/def2-TZVPD.

Energy above the lowest of the compared OMol25 structures with the same formula, charge and spin: 26.2 kcal/mol
Charge: -2
Gap between HOMO and LUMO: 5.49 eV
HOMO energy: -1.3 eV

Last column: natural (NBO) charge in e.
Cartesian coordinates (Å):
Sr (-0.71359, 1.54354, -0.73073)  1.73
N (1.74810, 0.55661, -0.35461)  -0.92
C (2.48491, 1.75396, -0.74302)  -0.24
C (1.70162, 2.91851, -1.35605)  -0.29
N (0.91724, 2.68359, -2.56000)  -0.70
C (1.47094, 1.92000, -3.65953)  -0.22
C (1.18899, 0.41496, -3.51730)  -0.23
N (-0.16479, 0.21864, -3.01749)  -0.91
H (2.40253, -0.19037, -0.13989)  0.40
H (1.35594, 0.66902, 0.58955)  0.39
H (3.06852, 2.19631, 0.06787)  0.19
H (3.23757, 1.42981, -1.47044)  0.18
H (1.05850, 3.44889, -0.65106)  0.25
H (2.49586, 3.65757, -1.55277)  0.18
H (0.45140, 3.53804, -2.83270)  0.41
H (0.96885, 2.27357, -4.56349)  0.19
H (2.54997, 2.07753, -3.80246)  0.16
H (1.37134, -0.06021, -4.49165)  0.16
H (1.87118, -0.04718, -2.80393)  0.20
H (-0.87748, 0.63687, -3.60878)  0.40
H (-0.36102, -0.76842, -2.90346)  0.39
C (-1.17528, -0.71574, 3.66697)  -1.14
Si (-0.00390, -1.50553, 2.40747)  1.74
C (0.24907, -3.27142, 3.05743)  -1.13
C (1.60854, -0.59945, 2.79306)  -1.14
C (-0.68670, -1.53235, 0.67539)  -1.38
C (0.22033, -2.19309, -0.21371)  0.35
C (-0.09777, -2.69928, -1.51931)  -0.36
C (0.85916, -3.26931, -2.31676)  -0.17
C (2.17758, -3.38711, -1.86351)  -0.39
C (2.42121, -2.91672, -0.58649)  0.05
N (1.51902, -2.35220, 0.20696)  -0.58
Si (-2.51954, -1.68999, 0.53935)  1.69
C (-3.27141, -2.06064, -1.15333)  -1.13
C (-3.17155, -3.13367, 1.58312)  -1.12
C (-3.43765, -0.14791, 1.12965)  -1.12
H (-0.71248, -0.84024, 4.65183)  0.22
H (-2.17207, -1.15974, 3.71181)  0.22
H (-1.28256, 0.35785, 3.49052)  0.25
H (0.58255, -3.24533, 4.10087)  0.21
H (0.99448, -3.80528, 2.46637)  0.23
H (-0.68864, -3.83295, 3.01427)  0.22
H (1.82355, -0.76318, 3.85472)  0.22
H (1.50165, 0.48224, 2.66295)  0.25
H (2.45825, -0.96479, 2.21418)  0.23
H (-1.10902, -2.62391, -1.87919)  0.22
H (0.58514, -3.63047, -3.30378)  0.19
H (2.96197, -3.83113, -2.46189)  0.19
H (3.42419, -2.99875, -0.16750)  0.16
H (-3.11436, -3.09806, -1.46240)  0.21
H (-2.91668, -1.38507, -1.93246)  0.25
H (-4.34880, -1.89317, -1.07373)  0.23
H (-2.72728, -4.06995, 1.23137)  0.22
H (-4.26039, -3.21687, 1.49141)  0.21
H (-2.92755, -3.02491, 2.64202)  0.22
H (-3.21626, 0.75476, 0.55000)  0.23
H (-3.20559, 0.09240, 2.16851)  0.24
H (-4.51689, -0.30041, 1.04213)  0.22
O (2.11455, 7.48506, 2.34497)  -0.64
C (1.42103, 6.55992, 1.96313)  0.15
S (1.22051, 5.04572, 2.82495)  0.29
C (0.10896, 4.23769, 1.70194)  -0.42
C (-0.24367, 4.94482, 0.60493)  -0.42
S (-1.30151, 4.49438, -0.70202)  -0.53
S (0.47622, 6.57074, 0.48232)  0.28
S (-0.37214, 2.64346, 2.19702)  -0.55
I (-3.47480, 1.61838, -2.73359)  -0.91

Computed, not measured: a cluster of 7 separate species, C19H35IO27S6 in total at a distorted geometry, with ωB97M-V/def2-TZVPD.

Charge: 0
Gap between HOMO and LUMO: 9.57 eV
HOMO energy: -9.5 eV
SMILES: CC(C)C[C@]1(I)COC(=O)O1.O=S1(=O)OCCO1.O=S1(=O)OCCO1.O=S1(=O)OCCO1.O=S1(=O)OCCO1.O=S1(=O)OCCO1.O=S1(=O)OCCO1

Last column: Mulliken charge in e.
Cartesian coordinates (Å):
C (-4.96305, 3.02813, -0.74742)  -1.04
C (-3.68529, 3.83014, -0.14932)  0.36
C (-2.36969, 3.45157, -1.00582)  -0.89
C (-3.52579, 3.69484, 1.45055)  -0.88
C (-2.84596, 2.32715, 1.95961)  0.06
I (-3.06278, 2.54547, 4.16901)  0.05
C (-1.25486, 2.10335, 1.84263)  -0.38
O (-1.29591, 0.97246, 0.88845)  -0.29
C (-2.33835, 0.14075, 1.46146)  0.70
O (-2.27436, -1.09251, 1.74289)  -0.52
O (-3.46143, 1.04956, 1.66187)  -0.31
H (-5.92112, 3.62456, -0.48749)  0.36
H (-4.96412, 1.99073, -0.21955)  0.21
H (-4.83838, 2.93827, -1.88944)  0.21
H (-3.89819, 4.95950, -0.35798)  0.34
H (-2.38949, 2.34422, -1.33773)  0.21
H (-2.38453, 4.08757, -1.97781)  0.46
H (-1.38162, 3.67444, -0.43688)  -0.07
H (-2.97076, 4.60855, 1.86559)  0.40
H (-4.60824, 3.70490, 1.88563)  0.42
H (-0.71658, 1.59929, 2.74157)  0.32
H (-0.68774, 3.05277, 1.52981)  0.28
O (3.25633, -4.74388, 2.81625)  -0.65
S (2.84541, -3.44591, 2.35744)  1.19
O (3.77753, -2.42419, 1.98233)  -0.42
O (1.81158, -2.82689, 3.44836)  -0.30
C (0.56409, -2.54259, 2.81534)  -0.27
C (0.45623, -3.53736, 1.66798)  -0.43
O (1.77913, -3.64623, 1.14456)  -0.18
H (0.59675, -1.51431, 2.44379)  0.22
H (-0.25597, -2.64452, 3.52788)  0.35
H (-0.23777, -3.20611, 0.89394)  0.33
H (0.15296, -4.52511, 2.02967)  0.26
O (-3.04104, 1.60946, -2.98369)  -0.54
S (-2.26342, 2.13859, -4.06546)  1.33
O (-1.32546, 3.21005, -3.90487)  -0.60
O (-3.27753, 2.51448, -5.27663)  -0.37
C (-2.91445, 1.78253, -6.44816)  -0.12
C (-2.26664, 0.50297, -5.93998)  -0.40
O (-1.50896, 0.89971, -4.79686)  -0.33
H (-2.20248, 2.38528, -7.01953)  0.28
H (-3.79459, 1.58347, -7.06113)  0.09
H (-1.62259, 0.03759, -6.68680)  0.33
H (-3.02149, -0.21778, -5.61141)  0.33
O (3.93758, -0.52419, 5.02455)  -0.60
S (5.07446, -1.26081, 4.54610)  1.22
O (5.03749, -2.07208, 3.36217)  -0.53
O (5.64954, -2.15993, 5.77508)  -0.29
C (7.01060, -1.80866, 6.02620)  -0.36
C (7.13825, -0.35220, 5.60062)  -0.35
O (6.33151, -0.23489, 4.42948)  -0.33
H (7.64744, -2.45537, 5.41563)  0.27
H (7.25247, -1.95287, 7.08063)  0.33
H (8.16984, -0.07003, 5.38694)  0.32
H (6.72825, 0.31848, 6.36216)  0.27
O (4.97125, -3.15630, 11.11670)  -0.55
S (4.37587, -1.86402, 10.93221)  1.09
O (4.58833, -0.77283, 11.83710)  -0.54
O (2.77705, -2.06742, 10.73020)  -0.32
C (2.38170, -1.52412, 9.47007)  -0.28
C (3.60727, -1.64476, 8.57622)  -0.14
O (4.71742, -1.35654, 9.42682)  -0.28
H (2.10581, -0.47656, 9.62233)  0.30
H (1.52519, -2.06992, 9.07131)  0.32
H (3.57780, -0.95286, 7.73340)  0.19
H (3.72396, -2.66671, 8.20325)  0.21
O (2.58230, -4.84260, -2.13452)  -0.62
S (2.60948, -3.43565, -1.85342)  1.03
O (2.26758, -2.89174, -0.56990)  -0.31
O (1.73343, -2.67440, -2.99312)  -0.32
C (2.55469, -1.72403, -3.67086)  -0.32
C (3.96956, -2.28063, -3.58810)  -0.36
O (4.06641, -2.85791, -2.28718)  -0.33
H (2.47511, -0.76826, -3.14461)  0.26
H (2.22051, -1.59879, -4.70217)  0.31
H (4.72875, -1.50954, -3.72435)  0.32
H (4.12376, -3.07652, -4.32329)  0.31
O (-3.83596, 0.16250, -9.69817)  -0.53
S (-4.25135, 1.45571, -10.16236)  1.16
O (-3.32568, 2.48187, -10.54062)  -0.55
O (-5.29234, 2.07162, -9.07763)  -0.28
C (-6.54005, 2.34689, -9.71561)  -0.33
C (-6.63677, 1.34773, -10.85970)  -0.38
O (-5.30982, 1.24538, -11.37606)  -0.30
H (-6.51186, 3.37422, -10.08997)  0.29
H (-7.36224, 2.24237, -9.00594)  0.32
H (-7.32885, 1.67181, -11.63765)  0.32
H (-6.93511, 0.35956, -10.49658)  0.29

Computed, not measured: the ion C19H35N2O3 with charge +1, with ωB97M-V/def2-TZVPD.

Energy above the lowest of the compared OMol25 structures with the same formula, charge and spin: 0.2 kcal/mol
Charge: +1
Gap between HOMO and LUMO: 11.05 eV
HOMO energy: -13.1 eV
SMILES: CCCCCC(=O)O[C@H](CN1CCCC1=O)C[NH+]1CCCCCC1

Last column: natural (NBO) charge in e.
Cartesian coordinates (Å):
C (-7.14310, -1.16779, 0.81176)  -0.61
C (-7.00447, 0.16806, 0.09119)  -0.39
C (-5.66132, 0.85526, 0.34098)  -0.39
C (-4.48800, 0.10569, -0.28486)  -0.38
C (-3.17146, 0.87055, -0.08736)  -0.51
C (-2.05630, 0.17500, -0.80155)  0.81
O (-2.02001, -0.14191, -1.95643)  -0.59
O (-1.01198, -0.08462, 0.03958)  -0.54
C (0.07734, -0.82056, -0.50961)  0.07
C (0.73208, -1.56224, 0.67161)  -0.23
N (1.78839, -2.46061, 0.29273)  -0.41
C (1.55857, -3.85538, -0.03909)  -0.21
C (2.94198, -4.49644, 0.12638)  -0.41
C (3.91360, -3.32517, -0.03854)  -0.50
C (3.08121, -2.11608, 0.28003)  0.72
O (3.48613, -0.96873, 0.46788)  -0.67
C (1.01784, 0.07819, -1.33482)  -0.25
N (1.97564, 0.89948, -0.56516)  -0.43
C (2.93245, 1.55575, -1.48838)  -0.21
C (4.07890, 2.26390, -0.77366)  -0.43
C (3.67340, 3.58458, -0.11903)  -0.41
C (3.12056, 3.44358, 1.30175)  -0.40
C (2.24364, 2.20922, 1.53198)  -0.42
C (1.32502, 1.85498, 0.36378)  -0.25
H (-6.96433, -1.04689, 1.87804)  0.20
H (-8.14751, -1.56064, 0.67799)  0.22
H (-6.44231, -1.90204, 0.42260)  0.20
H (-7.13892, 0.01907, -0.98194)  0.20
H (-7.79788, 0.83499, 0.43361)  0.21
H (-5.50036, 0.94992, 1.41724)  0.20
H (-5.70064, 1.86267, -0.07944)  0.20
H (-4.39592, -0.88293, 0.16633)  0.20
H (-4.66115, -0.02421, -1.35433)  0.22
H (-3.27892, 1.86901, -0.51836)  0.24
H (-2.92719, 0.96353, 0.97071)  0.23
H (-0.34099, -1.54817, -1.22090)  0.23
H (1.12931, -0.83905, 1.39017)  0.22
H (-0.05353, -2.13250, 1.17363)  0.24
H (1.19281, -3.93793, -1.06862)  0.20
H (0.81299, -4.28896, 0.62896)  0.21
H (3.03887, -4.92338, 1.12393)  0.22
H (3.11382, -5.28608, -0.59988)  0.24
H (4.27841, -3.23244, -1.06424)  0.24
H (4.78339, -3.38242, 0.61320)  0.26
H (1.59445, -0.56751, -2.00090)  0.23
H (0.39488, 0.73004, -1.95434)  0.25
H (2.57678, 0.21537, 0.01175)  0.49
H (3.34959, 0.77805, -2.13143)  0.22
H (2.38420, 2.26400, -2.11566)  0.21
H (4.53333, 1.59308, -0.04448)  0.22
H (4.83237, 2.47223, -1.53431)  0.24
H (2.94577, 4.08733, -0.75929)  0.20
H (4.54484, 4.23721, -0.07212)  0.23
H (3.94899, 3.39809, 2.00874)  0.22
H (2.54974, 4.34319, 1.53473)  0.22
H (1.63084, 2.39165, 2.41534)  0.24
H (2.87274, 1.34616, 1.75854)  0.22
H (1.03342, 2.74843, -0.19118)  0.22
H (0.41797, 1.38643, 0.74474)  0.24

Number 1: E_tot -5069.53478 Ha. Number 2: E_tot -3539.69761 Ha. Number 3: E_tot -5462.91094 Ha. Number 4: E_tot -1080.05420 Ha.